(1)
Computed, not measured: a single C17H16N4S2 molecule, with ωB97M-V/def2-TZVPD.

Positions of all 39 atoms, in Å:
N  -2.25  -4.17  -1.22
C  -2.28  -3.40  -0.33
N  -0.49  1.29  1.10
S  -3.01  0.81  4.03
S  -3.25  0.55  -3.04
C  -0.35  1.17  -0.20
C  -1.66  1.51  3.14
C  -1.83  1.26  -2.25
C  -3.25  -0.40  2.81
C  -3.37  -0.60  -1.70
C  -1.53  0.91  1.92
C  -1.45  0.68  -1.06
C  -2.42  -0.22  1.73
C  -2.39  -0.40  -0.74
C  -2.35  -2.43  0.73
C  -2.40  -1.07  0.54
N  0.91  1.56  -0.73
N  3.26  -0.10  -0.47
C  4.11  -1.23  -0.09
C  1.45  0.88  -1.92
C  2.00  1.99  0.17
C  2.20  -0.40  -1.46
C  2.83  0.76  0.67
H  -1.02  2.34  3.47
H  -1.31  2.10  -2.69
H  -3.95  -1.22  2.88
H  -4.11  -1.37  -1.62
H  -2.26  -2.90  1.70
H  4.47  -1.67  -1.03
H  3.59  -1.98  0.47
H  4.97  -0.90  0.46
H  0.63  0.61  -2.58
H  2.14  1.52  -2.50
H  2.73  2.58  -0.41
H  1.65  2.64  0.95
H  1.49  -1.12  -1.01
H  2.54  -0.87  -2.37
H  3.69  1.15  1.29
H  2.27  0.14  1.35

Its total charge is 0. The lowest unoccupied orbital energy comes out at -0.18 eV. The molecular weight comes out at 340.477 Da. The HOMO energy is -7.8 eV. The calculation puts the energy above the lowest of the compared OMol25 structures with the same formula, charge and spin at 30.5 kcal per mole. For the HOMO-LUMO gap, the calculation gives 7.6 eV. The structure (SMILES) is CN1CCN(C2=Nc3cscc3/C(=C/C#N)c3cscc32)CC1. The calculation puts the largest force on an atom at 3.19 eV Å⁻¹.

These are the natural (NBO) partial charges, in e, on atoms 1 to 5:
1 N -0.32
2 C 0.25
3 N -0.52
4 S 0.42
5 S 0.43

(2)
Computed, not measured: a molecular structure, C17H17AuN4O9PS2, with ωB97M-V/def2-TZVPD.

Positions of all 51 atoms, in Å:
Au  -0.41  0.59  0.05
C  0.73  6.26  2.46
C  1.22  4.85  2.26
O  1.78  4.75  0.95
P  1.77  3.27  0.25
S  2.82  1.97  1.21
S  -0.19  2.93  -0.13
O  2.51  3.68  -1.12
C  1.92  4.60  -2.04
C  2.16  4.09  -3.44
H  0.34  6.39  3.47
H  -0.06  6.49  1.75
H  1.55  6.98  2.32
H  0.40  4.13  2.37
H  1.99  4.58  2.99
H  2.38  5.58  -1.87
H  0.85  4.68  -1.84
H  3.23  3.95  -3.61
H  1.78  4.80  -4.18
H  1.67  3.14  -3.58
N  -1.21  0.50  2.72
C  -1.94  -0.36  2.95
C  -2.86  -1.43  3.19
C  -2.46  -2.75  3.00
C  -3.37  -3.77  3.28
C  -4.65  -3.47  3.73
C  -5.04  -2.15  3.90
C  -4.15  -1.13  3.63
H  -1.49  -2.97  2.58
H  -3.08  -4.80  3.11
H  -5.34  -4.27  3.95
H  -6.04  -1.92  4.24
H  -4.44  -0.09  3.74
O  1.84  -6.62  -1.54
N  1.98  -5.87  -2.51
O  2.52  -6.25  -3.55
C  1.49  -4.54  -2.42
C  0.83  -4.11  -1.25
C  0.31  -2.83  -1.17
C  0.46  -1.86  -2.27
O  0.10  -0.68  -2.18
C  1.14  -2.41  -3.44
C  1.65  -3.69  -3.50
N  1.30  -1.62  -4.63
O  0.58  -0.66  -4.82
O  2.17  -1.96  -5.44
N  -0.31  -2.48  0.04
O  -1.14  -1.47  0.15
O  -0.18  -3.27  1.03
H  0.71  -4.77  -0.42
H  2.16  -4.03  -4.39

Its total charge is -2. The spin multiplicity is 2. The lowest unoccupied orbital energy (spin up / spin down) comes out at 4.25 / 4.24 eV. The molecular weight comes out at 713.417 Da. The HOMO energy (spin up / spin down) is -0.7 / -2.5 eV. The calculation puts the energy above the lowest of the compared OMol25 structures with the same formula, charge and spin at 0.0 kcal per mole. For the HOMO-LUMO gap (spin up / spin down), the calculation gives 4.9 / 6.8 eV. The calculation puts the largest force on an atom at 0.56 eV Å⁻¹.

These are the natural (NBO) partial charges, in e, on atoms 1 to 5:
1 Au 0.65
2 C -0.62
3 C -0.07
4 O -0.85
5 P 1.65